Entry 1:
Density functional theory data (the ωB97M-V functional and the def2-TZVPD basis) for a molecular structure, C20H35CeGe2NO3PSe.

Structure (XYZ):
```
64
Properties=species:S:1:pos:R:3:lowdin_spin:R:1
Ce -0.819 -1.675 0.973 1.019
C 3.992 -1.769 -2.045 0.000
C 2.619 -2.139 -1.497 0.001
Ge 1.962 -1.198 0.076 0.006
C 2.367 -2.236 1.714 0.004
C 3.763 -1.917 2.239 0.001
C 2.676 0.606 0.122 0.000
C 1.776 1.663 0.190 -0.001
Ge -0.096 1.036 0.186 -0.008
C -1.255 1.404 1.810 -0.001
C -1.457 2.857 2.192 -0.001
C -1.125 1.467 -1.428 -0.002
C -1.443 2.914 -1.767 -0.001
C 2.096 3.073 0.217 0.000
C 3.420 3.478 0.134 0.000
C 3.758 4.822 0.193 0.000
C 2.768 5.803 0.296 0.000
C 1.436 5.392 0.385 0.000
C 1.100 4.061 0.327 0.000
H 4.195 -2.403 -2.927 0.000
H 4.838 -1.955 -1.375 0.000
H 4.057 -0.732 -2.407 0.000
H 2.560 -3.218 -1.259 0.000
H 1.848 -1.991 -2.291 0.000
H 2.241 -3.307 1.473 0.000
H 1.614 -1.985 2.492 0.000
H 4.575 -2.033 1.501 0.000
H 4.019 -2.569 3.082 0.000
H 3.858 -0.882 2.605 0.000
H 3.753 0.734 0.241 0.000
H -0.751 0.846 2.627 0.000
H -2.231 0.907 1.634 0.000
H -0.515 3.351 2.492 0.000
H -2.153 2.955 3.028 0.000
H -1.877 3.463 1.392 0.000
H -2.063 0.901 -1.290 0.000
H -0.577 0.982 -2.252 0.000
H -2.018 3.448 -0.997 0.000
H -2.069 2.940 -2.681 0.000
H -0.551 3.526 -1.967 0.000
H 4.192 2.720 0.030 0.000
H 4.801 5.084 0.174 0.000
H 3.045 6.855 0.309 0.000
H 0.647 6.124 0.527 0.000
H 0.052 3.777 0.363 0.000
C -6.164 -1.927 -0.543 0.000
O -5.174 -1.385 0.370 -0.001
P -3.637 -1.476 -0.005 -0.002
O -3.530 -2.252 -1.445 0.000
C -2.370 -1.980 -2.269 0.000
O -3.141 -2.727 1.001 -0.001
C -3.661 -4.077 1.024 0.000
H -7.085 -2.074 0.038 0.000
H -5.813 -2.889 -0.952 0.000
H -6.343 -1.208 -1.372 0.000
H -2.570 -1.080 -2.864 0.000
H -2.212 -2.849 -2.912 0.000
H -1.480 -1.808 -1.671 0.000
H -3.481 -4.555 0.060 0.000
H -4.737 -4.061 1.248 0.000
H -3.092 -4.567 1.836 0.000
Se 1.216 -6.110 0.111 -0.008
C 0.392 -4.615 -0.183 0.000
N -0.148 -3.543 -0.315 -0.005
```

Total charge: +2
Multiplicity: 2

Entry 2:
Density functional theory data (the ωB97M-V functional and the def2-TZVPD basis) for a single C20H35N3O5S molecule.

Structure (XYZ):
```
64
Properties=species:S:1:pos:R:3:nbo_charge:R:1
C 5.784 -3.382 1.120 -0.597
C 4.392 -3.935 1.422 -0.046
C 4.499 -5.455 1.576 -0.614
C 3.865 -3.290 2.713 -0.398
C 2.404 -3.620 3.005 -0.398
C 1.508 -3.253 1.826 -0.387
C 1.994 -3.933 0.538 -0.322
C 1.023 -3.614 -0.585 0.701
O 0.075 -4.340 -0.834 -0.637
N 1.245 -2.457 -1.270 -0.619
C 0.224 -1.914 -2.140 -0.233
C -0.805 -1.109 -1.371 0.083
C -1.912 -0.563 -2.258 -0.418
C -2.842 0.335 -1.447 -0.385
C -2.042 1.404 -0.723 -0.071
C -0.939 0.737 0.085 -0.053
O -0.095 -0.046 -0.738 -0.550
C -1.492 2.572 -1.582 -0.413
C -1.893 3.538 -0.454 -0.039
N -2.465 4.802 -0.843 -0.621
C -2.319 5.921 -0.100 0.676
O -1.659 5.989 0.918 -0.609
C -2.998 7.174 -0.649 -0.774
S -4.713 7.003 -1.080 2.320
N -5.391 6.416 0.293 -1.089
O -5.222 8.318 -1.314 -0.930
O -4.817 5.973 -2.081 -0.966
C -2.819 2.442 0.118 -0.409
C 3.453 -3.567 0.263 -0.386
H 5.756 -2.297 1.000 0.205
H 6.478 -3.613 1.931 0.209
H 6.185 -3.815 0.200 0.208
H 3.545 -5.923 1.819 0.208
H 4.865 -5.907 0.652 0.210
H 5.202 -5.705 2.373 0.210
H 4.499 -3.590 3.552 0.209
H 3.967 -2.202 2.617 0.198
H 2.293 -4.685 3.225 0.198
H 2.076 -3.086 3.899 0.212
H 0.473 -3.540 2.022 0.221
H 1.519 -2.165 1.681 0.193
H 1.906 -5.013 0.668 0.228
H 1.905 -1.802 -0.887 0.399
H 0.697 -1.275 -2.888 0.202
H -0.267 -2.744 -2.646 0.234
H -1.242 -1.752 -0.591 0.175
H -1.458 0.008 -3.074 0.202
H -2.463 -1.394 -2.704 0.219
H -3.593 0.801 -2.091 0.209
H -3.383 -0.268 -0.709 0.205
H -0.299 1.475 0.572 0.192
H -1.389 0.105 0.867 0.168
H -0.443 2.537 -1.873 0.221
H -2.107 2.727 -2.472 0.203
H -1.069 3.753 0.221 0.230
H -3.105 4.831 -1.625 0.422
H -2.933 7.953 0.106 0.272
H -2.512 7.513 -1.566 0.265
H -5.999 7.085 0.746 0.415
H -5.805 5.503 0.165 0.414
H -3.842 2.557 -0.251 0.206
H -2.839 2.313 1.201 0.215
H 3.542 -2.485 0.108 0.188
H 3.797 -4.045 -0.659 0.216
```

SMILES: CC1(C)CCC[C@@H](C(=O)NC[C@@H]2CC[C@]3(CO2)C[C@H](NC(=O)CS(N)(=O)=O)C3)C1

Entry 3:
Density functional theory data (the ωB97M-V functional and the def2-TZVPD basis) for a single C20H35NOS molecule.

Structure (XYZ):
```
58
Properties=species:S:1:pos:R:3:nbo_charge:R:1
C -10.058 -1.153 -0.363 -0.589
C -9.396 0.115 -1.268 -0.363
C -8.432 0.780 -0.509 -0.411
C -7.163 -0.141 -0.432 -0.374
C -6.181 0.799 0.465 -0.394
C -4.910 -0.004 0.789 -0.341
C -3.797 1.003 1.210 -0.424
C -2.533 0.257 1.544 -0.166
N -1.685 -0.054 0.415 -0.670
C -0.464 -0.384 0.496 -0.002
C -0.221 -2.146 0.832 -0.647
C 0.359 -0.194 -0.633 0.086
O -0.021 1.307 -1.002 -0.720
C 1.986 -0.186 -0.588 -0.025
C 2.527 -1.376 -0.848 -0.219
C 3.870 -1.557 -0.856 -0.187
C 4.510 -0.454 0.040 -0.040
S 6.371 -1.007 0.121 -0.030
C 7.124 1.037 0.114 -0.051
C 8.492 0.681 0.544 -0.620
C 6.864 1.610 -1.160 -0.634
C 3.952 0.693 0.394 -0.304
C 2.535 0.752 0.301 -0.193
H -10.763 -1.642 -1.001 0.194
H -10.524 -0.877 0.441 0.186
H -9.420 -1.891 -0.209 0.187
H -9.018 -0.405 -2.066 0.204
H -10.336 0.797 -1.276 0.201
H -8.698 1.172 0.392 0.197
H -8.198 1.643 -0.941 0.193
H -7.353 -0.804 0.275 0.204
H -6.787 -0.250 -1.302 0.198
H -6.480 1.310 1.279 0.201
H -6.059 1.845 -0.135 0.192
H -4.934 -0.882 1.259 0.209
H -4.307 -0.343 -0.312 0.133
H -4.300 1.402 2.203 0.190
H -3.383 1.787 0.704 0.226
H -1.953 0.809 2.320 0.208
H -2.767 -0.836 2.214 0.123
H -2.289 -0.447 -0.163 0.375
H 0.124 -0.045 1.454 0.205
H 0.822 -2.154 1.102 0.222
H -0.778 -2.194 1.746 0.194
H -0.747 -2.604 0.277 0.165
H -0.085 -0.765 -1.261 0.157
H -0.727 1.267 -0.616 0.422
H 2.000 -2.161 -1.464 0.212
H 4.442 -2.408 -0.846 0.218
H 6.639 1.423 0.796 0.150
H 8.760 0.160 1.448 0.243
H 9.056 1.806 0.437 0.190
H 9.017 0.116 -0.484 0.206
H 7.234 2.446 -1.183 0.205
H 5.735 1.580 -1.383 0.228
H 7.343 1.213 -1.951 0.219
H 4.566 1.386 0.850 0.212
H 2.078 1.759 0.219 0.249
```

SMILES: CCCCCCCCN[C@@H](C)[C@@H](O)c1ccc(SC(C)C)cc1

Energy relative to the best compared isomer or geometry (same formula, charge and spin) for the records above, in order: 0.0, 0.3, 420.8 kcal/mol